No. 1
{"formula": "C6H12INO2", "method": "wB97M-V/def2-TZVPD", "gap_ev": 8.494, "lumo_ha": 0.0172, "smiles": "CC(I)=C(O)O.C=C(C)N", "energy_ev": -20100.06186, "spin_multiplicity": 1, "species": ["C", "C", "I", "C", "O", "O", "H", "H", "H", "H", "H", "C", "C", "C", "N", "H", "H", "H", "H", "H", "H", "H"], "positions_angstrom": [[1.32798, -0.98921, -1.97048], [1.83407, -0.94026, -0.56530], [2.89563, 0.82336, -0.05442], [1.52212, -1.85224, 0.36470], [1.95833, -1.76080, 1.65163], [0.75922, -2.90541, 0.17497], [0.31705, -1.41062, -1.83050], [1.27361, -0.07274, -2.40500], [1.81669, -1.72059, -2.77637], [1.80268, -0.92946, 2.03326], [0.17224, -3.10532, 0.89059], [-1.33313, -0.13885, 0.39840], [-1.48081, 1.16805, 0.54857], [-1.40787, 2.20429, -0.59370], [-1.56234, 1.79303, 1.72003], [-1.43193, -0.83622, 1.23034], [-1.56429, -0.55636, -0.62212], [-1.95114, 1.92279, -1.40594], [-1.85721, 3.09709, -0.24561], [-0.36101, 2.36994, -1.02051], [-1.66618, 1.23460, 2.63048], [-1.06371, 2.60492, 1.84699]]}

No. 2
{"formula": "C6H12INO4", "method": "wB97M-V/def2-TZVPD", "gap_ev": 7.538, "lumo_ha": -0.0653, "energy_ev": -24190.60870, "spin_multiplicity": 1, "species": ["C", "C", "C", "C", "C", "C", "N", "O", "O", "O", "O", "I", "H", "H", "H", "H", "H", "H", "H", "H", "H", "H", "H", "H"], "positions_angstrom": [[1.54284, -0.80531, 1.66935], [-2.21448, 0.47908, -0.79139], [-0.71583, -1.35129, -1.75558], [0.42848, 0.25697, 1.54108], [-1.04721, -0.49388, -0.55744], [0.03045, 0.38008, 0.05817], [0.68173, 1.17639, -0.75764], [0.47568, 1.33840, -1.93660], [2.00098, 2.13354, -0.02978], [0.69738, 1.51483, 2.02354], [-1.51180, -1.35110, 0.55771], [3.32477, 3.33991, -1.05916], [2.30621, -0.43100, 2.38840], [1.38537, -1.73346, 2.31891], [2.14821, -1.23914, 0.84456], [-2.63098, 0.73942, 0.21318], [-2.91887, -0.04047, -1.42079], [-1.83514, 1.24803, -1.38844], [-0.13867, -2.10678, -1.39119], [-0.16304, -0.88743, -2.51492], [-1.67577, -1.98081, -1.93762], [-0.46308, -0.12867, 1.99632], [1.31162, 2.09673, 1.39902], [-1.01886, -2.15403, 0.53034]]}

No. 3
{"formula": "C6H12IrO4", "method": "wB97M-V/def2-TZVPD", "gap_ev": [6.817, 7.852], "lumo_ha": [-0.3487, -0.4242], "s2": 8.76, "energy_ev": -17417.40952, "charge": 2, "spin_multiplicity": 6, "species": ["O", "C", "C", "O", "C", "Ir", "H", "H", "H", "H", "H", "H", "H", "C", "O", "C", "C", "O", "H", "H", "H", "H", "H"], "positions_angstrom": [[0.39199, -1.49009, 0.53169], [1.69701, -1.08780, 0.90526], [1.85408, 0.42423, 0.84535], [0.68090, 1.02384, 1.42068], [0.74805, 2.44528, 1.50879], [-0.84182, -0.11330, 0.91786], [2.43655, -1.54572, 0.22940], [1.89530, -1.43384, 1.93244], [1.93318, 0.77200, -0.19709], [2.73725, 0.75548, 1.40955], [-0.08030, 2.79143, 2.13501], [1.70523, 2.73086, 1.96405], [0.67554, 2.89110, 0.50643], [-1.72151, 1.82605, -1.25068], [-1.34769, 0.50747, -0.84886], [-0.82351, -0.31259, -1.89302], [-0.44779, -1.65082, -1.29029], [0.45955, -2.31584, -1.74437], [-2.18507, 2.32597, -0.39225], [-0.82151, 2.38451, -1.53621], [-2.39556, 1.75644, -2.11357], [0.05759, 0.19061, -2.33144], [-1.58887, -0.45461, -2.67015]]}

No. 4
{"formula": "C6H12KO3S", "method": "wB97M-V/def2-TZVPD", "gap_ev": 9.694, "lumo_ha": -0.1163, "energy_ev": -39714.16122, "charge": 1, "spin_multiplicity": 1, "species": ["K", "C", "S", "O", "C", "H", "H", "H", "H", "H", "H", "O", "C", "O", "C", "C", "C", "H", "H", "H", "H", "H", "H"], "positions_angstrom": [[-0.01452, -1.28975, -1.35172], [-4.69610, 0.11429, -2.33717], [-2.88777, -0.06068, -2.17315], [-2.65341, -1.43545, -1.53836], [-2.54882, -0.33706, -3.90368], [-5.06174, -0.87729, -2.60393], [-5.07070, 0.69892, -3.17741], [-5.22243, 0.48639, -1.45819], [-3.02795, 0.41184, -4.53429], [-2.95335, -1.32428, -4.12697], [-1.47080, -0.41229, -4.04618], [0.96457, -0.08622, 0.97416], [1.83108, 0.12896, 1.79750], [1.57411, -0.01865, 3.08425], [2.76020, 0.09650, 3.90303], [3.86624, 0.51707, 2.94626], [3.23314, 0.49651, 1.50162], [3.08072, -0.87598, 4.27673], [2.59498, 0.81542, 4.70550], [4.80487, -0.01239, 3.10979], [4.02940, 1.56959, 3.17794], [3.60918, -0.11275, 0.67974], [3.25912, 1.50730, 1.09455]]}